Entry from OMol25: a 2-piece molecular cluster, C9H14O6 overall in a non-equilibrium geometry (wB97M-V/def2-TZVPD).

Geometry as XYZ:
```
29
C9H14O6, DFT wB97M-V/def2-TZVPD
C 4.1533 5.9247 1.0259
C 3.0885 4.8656 1.2180
C 3.3980 3.8065 2.2700
C 2.4995 2.5923 2.1347
C 2.9438 1.5202 3.0778
C 3.0515 1.9904 4.5302
C 3.1985 3.4811 4.6989
C 3.3344 4.3241 3.6836
C 4.0504 1.2884 5.4224
O 1.6938 1.7092 4.8976
O 1.4855 0.2939 4.8616
O 2.8762 0.3297 2.7733
O 4.8383 3.3913 2.0438
H 3.8118 6.5982 0.2411
H 4.3155 6.5286 1.9208
H 5.1067 5.4936 0.7146
H 2.1375 5.3559 1.4441
H 2.9388 4.3030 0.2830
H 1.4485 2.8436 2.3920
H 2.5421 2.2144 1.1133
H 2.0804 0.0202 4.1081
H 3.1918 3.8125 5.7398
H 3.4975 5.4027 3.8027
H 5.0694 1.4346 5.0726
H 4.0061 1.7222 6.4216
H 3.8355 0.2308 5.4795
H 4.8827 2.8738 1.2510
O 8.9395 -0.0120 1.9060
O 8.0872 0.8185 2.2466
```

Properties
- HOMO energy (alpha / beta): -9.6 / -9.6 eV
- Frontier orbital gap (alpha / beta): 8.196 / 8.188 eV
- Structure (SMILES): CC[C@@]1(O)C=C[C@@](C)(OO)C(=O)C1.O=O
- Relative energy (zero: lowest compared OMol25 entry of this formula, charge and spin): 166.10 kcal per mole
- LUMO energy (alpha / beta): -1.4 / -1.4 eV

Atom charges from the natural (NBO) analysis, given in e for atoms 1 to 2: -0.605, -0.416